Entry 1:
Computed, not measured: a structure of composition C9H27F2K4NO16P3S2, with wB97M-V/def2-TZVPD.

Its charge is +2. The calculation puts the largest force on an atom at 12.43 eV/Å. The HOMO-LUMO gap (spin up / spin down) comes out at 0.1218 / 0.3160 hartree. The electronic energy comes out at -164285.14444 eV. The calculation puts the LUMO energy (spin up / spin down) at -5.25 / -5.34 eV. As for the spin multiplicity: 2.

Cartesian coordinates (Å):
K (1.2622, -1.6525, -3.9848)
K (2.3893, 1.5323, 0.8021)
K (-0.7489, 2.6008, 2.2598)
K (-4.0008, 2.7105, -2.1970)
N (-0.0864, 0.3947, 0.5451)
S (-0.4991, 0.9138, -0.9354)
O (-1.9777, 1.0418, -1.0722)
O (0.2411, 0.3999, -2.0747)
F (0.1744, 2.3216, -0.8164)
S (-0.3495, -1.0213, 0.2856)
O (0.3722, -1.8368, -0.6859)
O (-1.7081, -1.5068, 0.3885)
F (0.3118, -1.4539, 1.6768)
C (-0.6831, 2.4126, -6.0108)
O (-1.0808, 3.7303, -5.6720)
P (-0.6996, 4.3300, -4.2443)
O (-1.6660, 3.7800, -3.2272)
O (0.8963, 4.0866, -4.0059)
C (1.5117, 4.3903, -2.7937)
O (-0.6344, 5.9695, -4.3525)
C (-1.6865, 6.9018, -4.6245)
H (-0.5877, 1.8710, -5.0697)
H (0.2323, 2.3298, -6.5968)
H (-1.5083, 1.8533, -6.4514)
H (1.0634, 5.0196, -2.0248)
H (2.5194, 4.7473, -3.0062)
H (1.8056, 3.5689, -2.1403)
H (-2.6536, 6.4693, -4.8808)
H (-1.3470, 7.4749, -5.4873)
H (-1.7909, 7.6539, -3.8426)
C (-4.0336, 0.4555, 6.2570)
O (-4.4498, 0.3265, 4.9266)
P (-3.6258, -0.2471, 3.6986)
O (-2.5940, 0.6645, 3.2416)
O (-3.0781, -1.6828, 4.2225)
C (-2.4473, -2.6471, 3.3323)
O (-4.6646, -0.5852, 2.5194)
C (-4.5566, -0.0383, 1.1998)
H (-4.8688, 0.7879, 6.8735)
H (-3.3238, 1.2815, 6.2127)
H (-3.6422, -0.3763, 6.8426)
H (-2.7544, -2.3789, 2.3214)
H (-2.5071, -3.6565, 3.7393)
H (-1.4163, -2.3045, 3.4209)
H (-3.9160, 0.8426, 1.1593)
H (-5.5292, 0.2117, 0.7760)
H (-4.1003, -0.7798, 0.5439)
C (3.8221, -2.3958, 2.8546)
O (3.5320, -2.7457, 1.4896)
P (4.5880, -3.6200, 0.5878)
O (5.7497, -2.7789, 0.1807)
O (5.0775, -4.8200, 1.4632)
C (6.2100, -5.6000, 1.2056)
O (3.6998, -4.3961, -0.6265)
C (2.4056, -4.9090, -0.2876)
H (3.7612, -1.3177, 2.7056)
H (4.8288, -2.6559, 3.1819)
H (3.1033, -2.7177, 3.6081)
H (6.0827, -6.2938, 0.3746)
H (6.3546, -6.1099, 2.1580)
H (7.0568, -4.9372, 1.0273)
H (2.1430, -5.2091, 0.7269)
H (2.4426, -5.8667, -0.8068)
H (1.5794, -4.5334, -0.8913)

***

Entry 2:
Computed, not measured: a structure of composition C9H27NO2Si2, with wB97M-V/def2-TZVPD.

Its charge is 0. The calculation puts the largest force on an atom at 0.18 eV/Å. The HOMO-LUMO gap comes out at 0.3673 hartree. The electronic energy comes out at -31112.64480 eV. The calculation puts the LUMO energy at 0.75 eV. As for the spin multiplicity: 1.

Cartesian coordinates (Å):
C (1.8226, 0.4952, -1.0213)
C (0.7628, 0.3069, -2.1050)
C (0.5688, 1.5330, -3.0039)
C (0.2910, 2.8313, -2.2416)
C (-0.9908, 2.8026, -1.3917)
Si (-2.5259, 2.2184, -2.2634)
O (-3.8264, 2.7904, -1.4142)
Si (-5.4144, 2.3875, -1.5483)
H (2.7530, 0.8837, -1.4462)
H (2.0388, -0.4521, -0.5269)
H (1.4965, 1.1957, -0.2498)
H (1.0449, -0.5444, -2.7306)
H (-0.1864, 0.0323, -1.6367)
H (-0.2554, 1.3422, -3.7031)
H (1.4638, 1.6645, -3.6199)
H (0.2153, 3.6568, -2.9553)
H (1.1515, 3.0575, -1.6063)
H (-1.2236, 3.8112, -1.0350)
H (-0.8477, 2.1932, -0.4929)
H (-2.6232, 0.7403, -2.3366)
H (-2.5951, 2.7625, -3.6438)
H (-5.8770, 1.7761, -0.2865)
H (-6.2078, 3.6012, -1.8314)
H (-5.5951, 1.4217, -2.6578)
C (1.3718, -3.2883, 4.1205)
C (1.9936, -2.0157, 3.5585)
C (1.1995, -1.3906, 2.4079)
O (1.2767, -2.0986, 1.1852)
C (0.3438, -3.1457, 1.0140)
N (3.3901, -2.2780, 3.2140)
H (1.5330, -4.1317, 3.4478)
H (1.8375, -3.5386, 5.0725)
H (0.2975, -3.1741, 4.2753)
H (1.9981, -1.2629, 4.3548)
H (1.6185, -0.4031, 2.1970)
H (0.1475, -1.2576, 2.6956)
H (-0.6144, -2.8995, 1.4842)
H (0.6983, -4.0932, 1.4269)
H (0.1880, -3.2680, -0.0573)
H (3.8618, -1.4123, 2.9759)
H (3.4184, -2.8500, 2.3753)

***

Entry 3:
Computed, not measured: a cluster of 6 separate species, C9H28FO9 in total, with wB97M-V/def2-TZVPD.

Its charge is -1. The calculation puts the largest force on an atom at 2.16 eV/Å. The HOMO-LUMO gap comes out at 0.3504 hartree. The electronic energy comes out at -30932.84985 eV. The calculation puts the LUMO energy at 2.90 eV. Its energy relative to the best compared isomer or geometry (same formula, charge and spin) is 0.067 eV. As for the spin multiplicity: 1.

Cartesian coordinates (Å):
F (3.3283, -0.2521, 29.6633)
C (5.5538, -2.5106, 30.1859)
O (4.6781, -2.6464, 29.1258)
H (6.2410, -3.3551, 30.1353)
H (6.1648, -1.6148, 30.0747)
H (5.0676, -2.4873, 31.1611)
H (4.1214, -1.8648, 29.1549)
C (6.4407, 1.0592, 28.4568)
C (6.2334, 1.9254, 29.6934)
O (5.7927, 1.1084, 30.7968)
O (5.1768, 0.8784, 27.8565)
H (6.9059, 0.0924, 28.6493)
H (7.1068, 1.6484, 27.8265)
H (5.4432, 2.6485, 29.4913)
H (7.0989, 2.5398, 29.9418)
H (4.9781, 0.6663, 30.5466)
H (4.5682, 0.4786, 28.4820)
C (1.3644, 2.6425, 28.3223)
C (1.5413, 2.1566, 26.8696)
O (0.6340, 1.1153, 26.4671)
O (1.2741, 1.6970, 29.3808)
H (0.4829, 3.2726, 28.4405)
H (2.1730, 3.3536, 28.4914)
H (2.5551, 1.7791, 26.7355)
H (1.5201, 3.0099, 26.1916)
H (0.6912, 0.4804, 27.1849)
H (2.0625, 1.1510, 29.4244)
C (0.4668, -1.6808, 30.6106)
C (0.4300, -2.0066, 29.0944)
O (1.0304, -1.0259, 28.2607)
O (1.6420, -1.9294, 31.3088)
H (-0.3069, -2.1992, 31.1769)
H (0.2688, -0.6137, 30.7123)
H (-0.5886, -2.3044, 28.8460)
H (1.0468, -2.9036, 29.0380)
H (1.8479, -0.7528, 28.6836)
H (2.3910, -1.4696, 30.9227)
C (1.7873, 1.3418, 32.6415)
C (2.0115, 2.3497, 33.7859)
O (0.8654, 3.1093, 34.1133)
O (3.0162, 0.7783, 32.2834)
H (1.3937, 1.8552, 31.7643)
H (0.9943, 0.6430, 32.9078)
H (2.8906, 2.9118, 33.4705)
H (2.3612, 1.7586, 34.6323)
H (0.9912, 4.0602, 34.1507)
H (2.9440, 0.4258, 31.3934)

***

Entry 4:
Computed, not measured: a structure of composition C9H28N5ORuSeSi, with wB97M-V/def2-TZVPD.

Its charge is +2. The calculation puts the largest force on an atom at 1.24 eV/Å. The HOMO-LUMO gap (spin up / spin down) comes out at 0.3003 / 0.2496 hartree. The electronic energy comes out at -95080.31807 eV. The calculation puts the LUMO energy (spin up / spin down) at -6.51 / -7.82 eV. Its energy relative to the best compared isomer or geometry (same formula, charge and spin) is 0.000 eV. As for the spin multiplicity: 2.

Cartesian coordinates (Å):
Ru (0.0325, 0.9597, 0.3687)
N (1.5286, 1.7705, 1.5820)
C (1.9163, 3.1490, 1.1688)
C (1.7363, 3.1911, -0.3251)
N (0.3703, 2.7145, -0.6822)
C (-0.7198, 3.7157, -0.4747)
C (-1.2777, 3.6561, 0.9332)
N (-1.5033, 2.2302, 1.2279)
H (1.3105, 1.7339, 2.5737)
H (2.3338, 1.1671, 1.4402)
H (2.9501, 3.3861, 1.4197)
H (1.2979, 3.8653, 1.6959)
H (2.4336, 2.4969, -0.7947)
H (1.9430, 4.1871, -0.7238)
H (0.4024, 2.4965, -1.6737)
H (-1.5074, 3.4771, -1.1901)
H (-0.3599, 4.7197, -0.7061)
H (-2.1907, 4.2501, 0.9926)
H (-0.5960, 4.0649, 1.6706)
H (-2.2900, 1.8842, 0.6841)
H (-1.7428, 2.0691, 2.2016)
C (-4.1430, -2.6702, -0.7653)
N (-3.4337, -1.5879, -0.0905)
C (-2.2514, -1.1119, -0.4578)
N (-1.6022, -1.6889, -1.4750)
O (-1.7513, -0.1264, 0.1921)
H (-5.0547, -2.8770, -0.2144)
H (-3.5440, -3.5812, -0.7782)
H (-4.4155, -2.3882, -1.7833)
H (-3.8638, -1.1320, 0.6969)
H (-2.0657, -2.3490, -2.0774)
H (-0.7808, -1.2226, -1.8295)
C (1.3549, -3.5695, -1.7984)
Si (1.8749, -2.7216, -0.2395)
C (3.6837, -2.6492, 0.0914)
C (0.7813, -2.9445, 1.2362)
Se (1.5166, -0.4026, -0.8427)
H (2.0048, -4.4263, -1.9963)
H (1.4323, -2.9041, -2.6589)
H (0.3327, -3.9435, -1.7233)
H (4.0767, -3.6519, 0.2846)
H (3.8953, -2.0324, 0.9656)
H (4.2229, -2.2433, -0.7657)
H (0.7556, -3.9821, 1.5810)
H (-0.2398, -2.6458, 0.9968)
H (1.1464, -2.3328, 2.0633)

***

- charge of number 4 (C9H28N5ORuSeSi)?
  +2